[1]
Entry from OMol25: 9 unconnected molecules or ions with the total composition C31H76Cl3F3N5O6S at a distorted geometry (ωB97M-V/def2-TZVPD).

Cartesian coordinates (Å):
C (-8.537, 2.021, 0.082)
C (-8.165, 0.902, -0.892)
C (-6.588, 0.881, -1.267)
C (-5.649, 0.037, -0.360)
N (-4.174, 0.022, -0.801)
C (-3.384, 1.395, -0.720)
C (-3.271, 2.037, -2.092)
C (-3.727, 0.961, -3.037)
C (-3.857, -0.408, -2.253)
C (-3.483, -0.922, 0.191)
H (-8.203, 3.041, -0.111)
H (-8.211, 1.640, 1.050)
H (-9.621, 2.095, 0.162)
H (-8.630, 1.172, -1.840)
H (-8.558, -0.051, -0.539)
H (-6.198, 1.896, -1.352)
H (-6.514, 0.461, -2.270)
H (-6.027, -0.983, -0.290)
H (-5.576, 0.347, 0.683)
H (-2.373, 1.065, -0.480)
H (-3.694, 1.946, 0.169)
H (-2.231, 2.362, -2.109)
H (-3.906, 2.897, -2.304)
H (-3.045, 0.830, -3.877)
H (-4.680, 1.273, -3.464)
H (-2.883, -0.895, -2.208)
H (-4.629, -1.071, -2.642)
H (-2.492, -1.164, -0.191)
H (-4.053, -1.852, 0.185)
H (-3.505, -0.551, 1.215)
C (5.850, -1.812, -0.060)
C (6.071, -0.768, -1.149)
C (4.847, 0.084, -1.547)
C (5.189, 1.211, -2.490)
N (3.947, 2.181, -2.762)
C (2.696, 1.439, -3.307)
C (2.934, 1.023, -4.785)
C (3.928, 2.120, -5.204)
C (4.271, 2.970, -3.976)
C (3.503, 3.084, -1.567)
H (6.734, -2.447, -0.097)
H (4.978, -2.395, -0.356)
H (5.726, -1.252, 0.867)
H (6.541, -1.221, -2.022)
H (6.828, -0.096, -0.745)
H (4.388, 0.565, -0.683)
H (4.089, -0.529, -2.033)
H (5.549, 0.934, -3.482)
H (5.964, 1.855, -2.075)
H (1.887, 2.166, -3.377)
H (2.497, 0.681, -2.549)
H (1.934, 1.086, -5.213)
H (3.390, 0.033, -4.818)
H (3.474, 2.783, -5.940)
H (4.901, 1.750, -5.527)
H (3.761, 3.927, -3.868)
H (5.336, 3.202, -3.962)
H (2.565, 3.636, -1.620)
H (4.306, 3.804, -1.409)
H (3.553, 2.413, -0.710)
C (1.985, -2.607, -4.022)
C (1.166, -3.395, -3.017)
C (2.010, -3.742, -1.718)
O (1.164, -4.183, -0.584)
C (0.665, -5.607, -0.786)
N (-0.013, -2.439, -2.567)
H (-0.437, -2.913, -1.782)
H (0.279, -1.546, -2.197)
H (-0.687, -2.348, -3.314)
H (2.633, -1.816, -3.646)
H (1.387, -2.218, -4.846)
H (2.838, -3.189, -4.370)
H (0.565, -4.192, -3.454)
H (2.614, -2.881, -1.433)
H (2.665, -4.516, -2.119)
H (1.459, -6.284, -1.102)
H (-0.165, -5.622, -1.492)
H (0.317, -6.148, 0.094)
C (0.395, 3.780, 1.368)
C (0.939, 3.044, 2.588)
C (0.569, 3.637, 3.980)
O (0.846, 2.681, 5.010)
C (0.525, 3.150, 6.296)
N (0.538, 1.573, 2.554)
H (1.057, 1.033, 3.232)
H (-0.449, 1.479, 2.749)
H (0.797, 1.141, 1.679)
H (-0.679, 3.627, 1.268)
H (0.798, 3.462, 0.406)
H (0.693, 4.823, 1.473)
H (2.023, 2.947, 2.518)
H (-0.468, 3.975, 3.979)
H (1.142, 4.538, 4.197)
H (0.675, 2.376, 7.049)
H (-0.539, 3.367, 6.398)
H (1.096, 4.026, 6.603)
C (1.935, -4.557, 3.747)
C (1.526, -3.951, 2.397)
C (0.063, -3.504, 2.334)
O (-0.150, -2.519, 3.378)
C (-1.300, -1.661, 3.102)
N (2.453, -2.782, 2.118)
H (3.367, -3.172, 1.936)
H (2.120, -2.407, 1.241)
H (2.515, -2.104, 2.863)
H (1.364, -5.399, 4.139)
H (1.912, -3.831, 4.559)
H (2.977, -4.875, 3.750)
H (1.815, -4.643, 1.606)
H (-0.598, -4.359, 2.476)
H (0.017, -3.092, 1.326)
H (-2.233, -2.222, 3.056)
H (-1.210, -1.112, 2.165)
H (-1.414, -0.877, 3.851)
Cl (3.520, -0.206, 4.172)
Cl (1.150, -0.313, -0.188)
Cl (4.795, -5.309, 1.347)
C (-4.174, 2.490, 4.811)
F (-3.177, 2.445, 5.653)
F (-4.828, 1.393, 5.047)
F (-4.969, 3.481, 5.090)
S (-3.520, 2.565, 2.971)
O (-2.195, 1.836, 3.007)
O (-4.571, 1.870, 2.244)
O (-3.365, 3.995, 2.639)

Output
- total charge = +1
- electronic energy (hartree) = -4029.97635
- HOMO (hartree) = -0.319
- multiplicity = 1

---

[2]
Entry from OMol25: 9 unconnected molecules or ions with the total composition C31H76N5O16 at a distorted geometry (ωB97M-V/def2-TZVPD).

Cartesian coordinates (Å):
C (-2.598, 7.312, 4.940)
C (-1.136, 7.935, 4.977)
C (-0.398, 7.736, 3.628)
C (0.290, 6.376, 3.719)
N (0.928, 5.868, 2.413)
C (1.751, 6.946, 1.847)
C (1.009, 7.561, 0.666)
C (0.377, 6.307, 0.054)
C (-0.053, 5.501, 1.260)
C (1.932, 4.681, 2.601)
C (1.307, 3.363, 3.149)
C (2.446, 2.290, 3.391)
H (-2.520, 6.284, 4.763)
H (-3.213, 7.817, 4.259)
H (-2.986, 7.479, 5.924)
H (-0.597, 7.512, 5.809)
H (-1.147, 9.017, 5.123)
H (0.266, 8.549, 3.382)
H (-1.142, 7.789, 2.858)
H (-0.423, 5.552, 3.911)
H (1.028, 6.435, 4.555)
H (2.656, 6.495, 1.433)
H (2.095, 7.612, 2.580)
H (1.686, 8.109, 0.011)
H (0.167, 8.221, 0.978)
H (1.192, 5.761, -0.480)
H (-0.481, 6.597, -0.530)
H (-0.105, 4.482, 1.042)
H (-1.091, 5.900, 1.607)
H (2.639, 5.151, 3.285)
H (2.324, 4.445, 1.588)
H (0.660, 2.995, 2.342)
H (0.674, 3.484, 4.023)
H (1.894, 1.305, 3.615)
H (3.123, 2.694, 4.197)
H (2.991, 2.060, 2.462)
C (1.906, -0.778, -5.602)
C (0.653, -0.433, -4.721)
C (-0.505, -1.417, -4.842)
O (-0.511, -1.853, -6.195)
C (-1.335, -2.970, -6.418)
N (0.977, -0.185, -3.298)
H (1.766, -0.694, -3.038)
H (1.142, 0.979, -2.531)
H (0.254, -0.647, -2.710)
H (2.212, -1.823, -5.411)
H (2.660, -0.015, -5.498)
H (1.502, -0.763, -6.644)
H (0.221, 0.449, -5.067)
H (-1.468, -0.902, -4.552)
H (-0.574, -2.310, -4.196)
H (-1.253, -3.299, -7.472)
H (-2.411, -2.634, -6.113)
H (-0.965, -3.760, -5.774)
C (2.543, -4.892, -0.218)
C (1.676, -3.563, -0.495)
C (2.062, -3.066, -1.916)
O (3.332, -2.341, -1.939)
C (4.467, -3.093, -2.445)
N (0.263, -3.903, -0.224)
H (0.257, -4.178, 0.739)
H (-0.366, -2.962, -0.370)
H (-0.338, -4.905, -1.234)
H (2.195, -5.607, -1.032)
H (2.349, -5.265, 0.808)
H (3.588, -4.680, -0.318)
H (1.928, -2.765, 0.241)
H (1.269, -2.340, -2.136)
H (2.039, -3.869, -2.727)
H (4.839, -3.720, -1.671)
H (5.292, -2.341, -2.577)
H (4.292, -3.727, -3.380)
C (-0.415, -3.123, 3.669)
C (0.505, -2.135, 4.506)
C (1.764, -1.659, 3.834)
O (2.403, -2.791, 3.247)
C (3.754, -2.603, 2.955)
N (-0.389, -0.983, 4.694)
H (0.094, -0.266, 5.140)
H (-1.272, -0.047, 3.243)
H (-1.102, -1.175, 5.406)
H (-0.651, -2.865, 2.631)
H (-1.334, -3.183, 4.218)
H (0.081, -4.096, 3.684)
H (0.714, -2.738, 5.406)
H (2.401, -1.222, 4.567)
H (1.360, -1.027, 3.020)
H (4.080, -3.688, 2.866)
H (4.356, -2.084, 3.691)
H (3.889, -2.079, 2.031)
C (-5.159, -2.947, -1.403)
C (-3.783, -2.964, -2.063)
C (-3.401, -4.058, -2.959)
O (-4.287, -4.015, -4.066)
C (-4.089, -4.986, -5.066)
N (-3.654, -1.603, -2.739)
H (-4.217, -0.816, -2.295)
H (-2.640, -1.331, -2.761)
H (-3.904, -1.622, -3.749)
H (-5.162, -2.062, -0.690)
H (-5.207, -3.833, -0.729)
H (-6.097, -3.010, -1.995)
H (-3.146, -2.875, -1.222)
H (-3.622, -4.991, -2.471)
H (-2.348, -3.992, -3.284)
H (-3.125, -4.898, -5.586)
H (-4.775, -4.547, -5.794)
H (-4.216, -6.024, -4.777)
O (2.441, 0.933, -0.221)
C (1.769, 2.005, -0.740)
O (1.855, 3.035, -0.074)
O (1.036, 1.837, -1.809)
H (2.337, 0.228, -0.817)
O (-2.625, 1.810, 1.184)
C (-2.068, 1.510, 2.365)
O (-1.824, 0.187, 2.449)
O (-1.853, 2.287, 3.280)
H (-2.521, 1.106, 0.584)
O (-0.580, -1.128, 0.222)
C (-1.450, -0.883, -0.816)
O (-2.476, -0.282, -0.619)
O (-1.155, -1.604, -1.819)
H (-0.899, -0.675, 1.049)
O (0.618, -7.204, -1.325)
C (-0.483, -6.851, -2.063)
O (-0.951, -7.605, -2.881)
O (-0.952, -5.642, -1.786)
H (0.874, -8.075, -1.730)

Output
- total charge = +1
- electronic energy (hartree) = -2704.17004
- HOMO (hartree) = -0.423
- multiplicity = 1

---

| no. | frontier orbital gap (eV) |
| --- | --- |
| 1 | 5.091 |
| 2 | 10.068 |